[1]
The following is a quantum chemistry calculation of one molecule with the formula C2H3P3 at a distorted geometry, from the Open Molecules 2025 dataset.

Summary:
**ΔE to the lowest compared entry with this formula, charge and spin**: 87.7 kcal/mol
**SMILES**: C#P=[PH]=P#C
**E_LUMO**: -0.307 eV
**2S+1**: 1
**HOMO**: -8.5 eV
**Gap between HOMO and LUMO**: 8.231 eV

Geometry (Å):
C (0.37, -1.18, 0.79)
C (1.35, 0.56, -0.37)
P (-1.25, -1.31, 0.70)
P (0.14, 1.53, -0.86)
P (-1.63, 0.78, 0.01)
H (1.14, -1.88, 0.85)
H (2.36, 0.63, -0.07)
H (-2.49, 0.86, -1.05)

***

[2]
The following is a quantum chemistry calculation of C38H78BBr24N5O6S2 as an isolated structure at a distorted geometry, from the Open Molecules 2025 dataset.

Summary:
**E_LUMO**: 0.108 eV
**2S+1**: 1
**HOMO**: -8.5 eV
**Gap between HOMO and LUMO**: 8.605 eV

Geometry (Å):
C (2.99, -1.00, -7.67)
S (2.47, -1.81, -6.11)
O (3.68, -1.77, -5.18)
O (2.14, -3.29, -6.28)
C (1.10, -0.96, -5.18)
C (0.79, -1.92, -3.91)
O (0.15, -1.24, -2.83)
C (1.01, -0.33, -2.12)
C (0.63, -0.44, -0.56)
C (1.30, 0.69, 0.34)
C (0.45, 2.04, 0.23)
O (1.31, 3.20, 0.09)
N (2.46, -0.44, -2.42)
C (3.08, -1.26, -1.67)
S (3.59, -2.43, -0.61)
O (-0.14, -0.84, -5.88)
C (-0.19, 0.29, -6.78)
C (-0.11, 1.74, -6.09)
C (1.33, 2.38, -6.52)
C (1.67, 3.72, -5.71)
C (2.85, 3.41, -4.65)
N (2.19, 2.98, -3.36)
C (3.30, 2.94, -2.38)
N (4.23, 2.02, -2.36)
N (3.39, 4.02, -1.37)
B (-1.68, 0.23, -7.50)
N (-1.97, 0.69, -8.90)
O (-2.71, -0.36, -6.68)
H (4.11, -1.10, -7.90)
H (2.46, -1.54, -8.54)
H (2.72, 0.10, -7.77)
H (1.51, 0.00, -4.74)
H (0.02, -2.68, -4.31)
H (1.69, -2.56, -3.62)
H (0.70, 0.74, -2.43)
H (-0.51, -0.26, -0.52)
H (0.76, -1.51, -0.15)
H (1.28, 0.36, 1.45)
H (2.42, 0.85, 0.09)
H (-0.17, 1.95, -0.73)
H (-0.28, 2.16, 1.11)
H (0.69, 3.94, -0.11)
H (0.55, 0.26, -7.64)
H (-0.88, 2.40, -6.63)
H (-0.26, 1.73, -4.97)
H (2.10, 1.58, -6.21)
H (1.38, 2.60, -7.64)
H (2.04, 4.56, -6.41)
H (0.74, 4.09, -5.17)
H (3.49, 4.35, -4.46)
H (3.58, 2.61, -5.02)
H (1.54, 3.74, -3.10)
H (4.89, 2.21, -1.59)
H (3.30, 3.63, -0.42)
H (2.65, 4.72, -1.51)
H (-1.38, 0.14, -9.53)
H (-1.71, 1.68, -8.96)
H (-3.54, -0.33, -7.22)
Br (-0.67, -0.67, 3.54)
C (0.82, -1.33, 4.61)
C (1.33, -0.26, 5.55)
Br (2.41, 1.06, 4.61)
H (1.58, -1.68, 3.92)
H (0.42, -2.17, 5.17)
H (2.00, -0.69, 6.30)
H (0.53, 0.28, 6.06)
Br (-1.27, 5.32, -0.71)
C (-2.83, 5.11, 0.44)
C (-2.46, 4.56, 1.79)
Br (-2.10, 2.64, 1.70)
H (-3.54, 4.48, -0.10)
H (-3.25, 6.11, 0.53)
H (-3.29, 4.66, 2.49)
H (-1.57, 5.02, 2.21)
Br (4.58, -5.39, -3.22)
C (5.92, -3.99, -3.41)
C (7.31, -4.56, -3.40)
Br (7.87, -5.06, -1.60)
H (5.74, -3.28, -2.60)
H (5.70, -3.51, -4.36)
H (8.04, -3.82, -3.73)
H (7.41, -5.46, -4.02)
Br (-6.77, -0.42, 3.40)
C (-5.28, -1.07, 4.48)
C (-4.77, -0.01, 5.42)
Br (-3.68, 1.31, 4.47)
H (-4.52, -1.44, 3.78)
H (-5.69, -1.92, 5.04)
H (-4.11, -0.44, 6.17)
H (-5.57, 0.54, 5.92)
Br (-0.20, 8.21, 3.91)
C (1.52, 7.88, 3.04)
C (1.42, 6.75, 2.05)
Br (1.40, 5.02, 2.95)
H (2.25, 7.70, 3.83)
H (1.76, 8.82, 2.53)
H (2.31, 6.72, 1.41)
H (0.53, 6.79, 1.43)
Br (-2.88, 5.56, -4.03)
C (-4.58, 4.62, -3.87)
C (-5.68, 5.54, -3.42)
Br (-5.57, 5.92, -1.51)
H (-4.41, 3.78, -3.19)
H (-4.79, 4.24, -4.87)
H (-6.66, 5.07, -3.56)
H (-5.67, 6.50, -3.93)
Br (1.26, -4.57, 6.07)
C (-0.36, -5.50, 6.65)
C (-1.11, -6.06, 5.47)
Br (-2.10, -4.66, 4.53)
H (-0.94, -4.79, 7.24)
H (0.00, -6.30, 7.30)
H (-1.88, -6.77, 5.81)
H (-0.47, -6.55, 4.74)
Br (-0.83, -9.56, 6.69)
C (0.67, -10.20, 7.76)
C (1.18, -9.13, 8.69)
Br (2.24, -7.81, 7.74)
H (1.43, -10.56, 7.06)
H (0.28, -11.05, 8.32)
H (1.85, -9.56, 9.44)
H (0.38, -8.59, 9.20)
Br (5.20, 6.16, 3.24)
C (6.37, 6.90, 1.86)
C (5.81, 8.18, 1.28)
Br (4.35, 7.82, 0.04)
H (6.51, 6.12, 1.11)
H (7.32, 7.10, 2.36)
H (6.56, 8.70, 0.69)
H (5.42, 8.86, 2.04)
Br (7.26, -8.05, -5.82)
C (5.38, -8.17, -5.31)
C (5.00, -9.59, -4.97)
Br (4.77, -10.67, -6.57)
H (4.80, -7.75, -6.13)
H (5.29, -7.52, -4.43)
H (4.03, -9.61, -4.47)
H (5.74, -10.09, -4.34)
Br (-4.19, 1.49, 8.91)
C (-6.08, 1.46, 9.35)
C (-6.54, 0.06, 9.71)
Br (-6.75, -1.04, 8.11)
H (-6.62, 1.88, 8.50)
H (-6.19, 2.12, 10.21)
H (-7.52, 0.09, 10.17)
H (-5.85, -0.46, 10.36)
Br (-10.27, -0.48, 1.96)
C (-10.30, -2.25, 2.78)
C (-11.66, -2.57, 3.34)
Br (-11.97, -1.63, 5.02)
H (-9.51, -2.26, 3.53)
H (-10.04, -2.94, 1.98)
H (-11.73, -3.63, 3.59)
H (-12.48, -2.30, 2.67)

***

[3]
The following is a quantum chemistry calculation of C6H15N2 as an isolated structure at a distorted geometry, from the Open Molecules 2025 dataset.

Summary:
**ΔE to the lowest compared entry with this formula, charge and spin**: 189.5 kcal/mol
**Total charge**: +1
**E_LUMO (spin up / spin down)**: -4.113 / -5.283 eV
**2S+1**: 1
**HOMO (spin up / spin down)**: -14.8 / -12.8 eV
**Gap between HOMO and LUMO (spin up / spin down)**: 10.648 / 7.532 eV

Geometry (Å):
C (-2.24, -0.73, 0.16)
C (-2.99, -0.71, 1.37)
C (2.19, 0.13, 1.41)
C (-0.22, 1.30, -1.51)
C (0.95, -0.86, -1.20)
C (1.48, 1.04, 0.30)
N (-0.52, 0.10, 0.59)
N (0.40, 0.30, -0.45)
H (-2.62, -1.08, -0.85)
H (-4.20, -0.76, 1.20)
H (-2.79, -1.63, 1.93)
H (-2.87, 0.10, 1.98)
H (3.22, 0.20, 1.18)
H (1.94, 0.59, 2.33)
H (1.74, -0.82, 1.33)
H (-0.67, 2.17, -0.90)
H (0.53, 1.64, -2.26)
H (-0.91, 0.72, -2.03)
H (1.81, -0.49, -1.85)
H (1.24, -1.62, -0.43)
H (0.20, -1.39, -1.82)
H (2.19, 1.43, -0.47)
H (0.92, 1.88, 0.89)

***

[4]
The following is a quantum chemistry calculation of a 3-piece molecular cluster, C35H56BClN4O5 overall at a distorted geometry, from the Open Molecules 2025 dataset.

Summary:
**SMILES**: CCOB(O)[C@]1(CCOCCOc2ccc(C(C)(C)CC(C)(C)C)cc2)C(=O)N[C@@H]([C@H](Cl)CC)[C@H]1N.c1cc[nH]c1.c1cc[nH]c1
**E_LUMO**: 0.562 eV
**2S+1**: 1
**HOMO**: -8.0 eV
**Gap between HOMO and LUMO**: 8.564 eV

Geometry (Å):
C (3.83, -1.73, -0.89)
C (4.71, -0.69, -0.04)
O (3.92, 0.09, 0.92)
B (4.68, 1.27, 1.24)
O (6.12, 1.11, 1.40)
C (4.02, 2.78, 1.37)
C (4.04, 3.26, -0.16)
C (3.96, 4.85, -0.39)
O (2.89, 5.10, -1.34)
C (1.81, 5.87, -0.79)
C (0.44, 5.05, -1.15)
O (0.58, 3.77, -0.50)
C (-0.40, 2.83, -0.92)
C (-0.60, 1.58, 0.02)
C (-1.61, 0.43, -0.33)
C (-2.46, 0.50, -1.64)
C (-3.49, -0.62, -2.14)
C (-3.41, -0.71, -3.74)
C (-4.99, -0.02, -1.80)
C (-3.39, -2.02, -1.37)
C (-2.24, -3.02, -1.89)
C (-2.70, -3.92, -3.17)
C (-2.04, -4.11, -0.69)
C (-0.80, -2.35, -2.11)
C (-2.30, 1.77, -2.55)
C (-1.29, 2.91, -2.19)
C (5.02, 3.45, 2.43)
O (6.06, 4.14, 2.30)
N (4.44, 3.01, 3.72)
C (3.00, 2.63, 3.76)
C (2.04, 3.34, 4.84)
Cl (2.72, 4.95, 5.48)
C (1.74, 2.43, 6.15)
C (0.52, 3.16, 6.94)
C (2.62, 2.79, 2.18)
N (2.10, 4.19, 2.12)
H (4.26, -2.80, -0.83)
H (2.75, -1.78, -0.53)
H (3.81, -1.46, -2.01)
H (5.56, -1.29, 0.46)
H (5.25, 0.00, -0.80)
H (6.57, 1.27, 0.53)
H (3.23, 2.70, -0.78)
H (5.05, 2.89, -0.60)
H (3.92, 5.47, 0.56)
H (4.94, 5.15, -0.93)
H (1.75, 6.90, -1.29)
H (1.85, 6.04, 0.34)
H (-0.42, 5.68, -0.72)
H (0.43, 5.00, -2.30)
H (0.02, 1.51, 0.97)
H (-1.75, -0.50, 0.33)
H (-4.01, 0.19, -4.16)
H (-2.36, -0.62, -4.18)
H (-3.93, -1.65, -4.15)
H (-5.68, -0.27, -2.67)
H (-5.30, -0.53, -0.81)
H (-4.86, 1.10, -1.61)
H (-3.30, -1.87, -0.23)
H (-4.40, -2.58, -1.52)
H (-3.82, -3.83, -3.40)
H (-2.11, -3.47, -4.06)
H (-2.33, -4.99, -3.04)
H (-1.17, -4.83, -0.89)
H (-3.00, -4.77, -0.68)
H (-2.00, -3.61, 0.34)
H (-0.80, -1.43, -2.78)
H (-0.11, -3.15, -2.54)
H (-0.39, -2.11, -1.06)
H (-2.89, 1.93, -3.52)
H (-1.20, 3.81, -2.89)
H (4.85, 3.42, 4.57)
H (2.77, 1.52, 3.95)
H (1.00, 3.62, 4.42)
H (1.33, 1.41, 5.81)
H (2.65, 2.36, 6.83)
H (-0.12, 2.41, 7.53)
H (0.90, 4.01, 7.62)
H (-0.22, 3.67, 6.20)
H (1.94, 2.00, 1.71)
H (1.10, 4.25, 2.36)
H (2.68, 4.86, 2.64)
N (-6.31, -6.81, -5.49)
C (-5.71, -7.12, -4.29)
C (-5.85, -6.04, -3.46)
C (-6.56, -5.05, -4.17)
C (-6.84, -5.55, -5.42)
H (-6.35, -7.42, -6.29)
H (-5.23, -8.08, -4.15)
H (-5.48, -5.98, -2.44)
H (-6.85, -4.07, -3.80)
H (-7.36, -5.12, -6.26)
N (0.13, -3.85, 2.65)
C (0.68, -2.92, 1.81)
C (1.80, -2.41, 2.41)
C (1.93, -3.06, 3.67)
C (0.89, -3.95, 3.78)
H (-0.71, -4.38, 2.46)
H (0.23, -2.71, 0.85)
H (2.45, -1.66, 2.00)
H (2.71, -2.90, 4.40)
H (0.62, -4.63, 4.57)